Here is a molecular structure, C8H13NO7P2S in a non-equilibrium geometry from the Open Molecules 2025 dataset. Energies are from ωB97M-V/def2-TZVPD.

## Properties
E_tot = -53745.3770 eV
Lowest unoccupied orbital energy = 0.629 eV

The geometry in ORCA input format:
```
! RIJCOSX wB97M-V def2-TZVPD def2/J DEFGRID3
* xyz 0 1
C 1.03024 -3.13596 1.03052
C 0.43327 -3.13220 -0.39557
C -1.00136 -2.64516 -0.38929
O -1.05943 -1.26795 -0.00430
O -0.74704 -0.52403 -1.21154
P -1.40035 0.94524 -1.13377
O -2.58839 1.11265 -1.94659
O -0.20201 1.85186 -1.64017
C 1.02045 1.76274 -0.97722
C 2.07664 1.15546 -1.63562
C 3.30379 1.05218 -1.00245
C 3.41024 1.59825 0.27505
C 2.28844 2.20727 0.81769
N 1.10169 2.29049 0.22072
O -1.57635 1.20821 0.43039
P -3.00268 1.66431 1.02383
O -3.44569 2.94555 0.21841
O -2.49619 2.21382 2.41667
S -4.34017 0.28907 1.20106
H 1.51633 -4.08492 1.22673
H 0.25189 -2.99552 1.77247
H 1.75606 -2.34113 1.15026
H 0.43497 -4.14899 -0.77736
H 1.02627 -2.49238 -1.03574
H -1.41934 -2.71290 -1.38984
H -1.61392 -3.16889 0.33343
H 1.92456 0.75247 -2.62332
H 4.14203 0.58522 -1.48868
H 4.33347 1.54816 0.82247
H 2.36587 2.65502 1.79593
H -4.32071 2.74316 -0.14037
H -3.20256 2.06888 3.05620
*
```